1.
The following is a quantum chemistry calculation of a single C23H20ClN5OS2 molecule at a distorted geometry, from the Open Molecules 2025 dataset.

The geometry in XYZ format:
```
52
Properties=species:S:1:pos:R:3:nbo_charge:R:1
C 3.038 -1.964 4.507 -0.3815
C 1.744 -1.864 4.739 -0.1908
C 0.679 -1.658 3.696 -0.2567
N 1.215 -1.447 2.380 -0.3680
C 1.661 -0.256 1.883 0.1791
S 1.430 1.246 2.719 0.2600
C 2.191 2.380 1.490 -0.5215
C 1.193 2.809 0.469 -0.0294
C 0.367 3.903 0.708 -0.2108
C -0.563 4.292 -0.233 -0.1671
C -0.682 3.601 -1.438 -0.0871
C -1.691 4.089 -2.405 0.6530
O -2.664 4.746 -2.084 -0.5951
N -1.460 3.781 -3.719 -0.6076
C -2.296 4.207 -4.717 0.2074
N -2.088 3.959 -5.967 -0.4796
C -3.068 4.503 -6.731 -0.0469
C -4.032 5.171 -6.052 -0.4822
S -3.723 5.138 -4.352 0.4570
C 0.126 2.488 -1.665 -0.2045
C 1.052 2.096 -0.718 -0.1999
N 2.271 -0.428 0.740 -0.3455
N 2.260 -1.742 0.474 -0.2674
C 1.640 -2.361 1.444 0.2836
C 1.450 -3.802 1.520 -0.0132
C 2.528 -4.642 1.257 -0.1780
C 2.374 -6.012 1.333 -0.1972
C 1.155 -6.591 1.667 -0.0302
C 0.990 -8.073 1.760 -0.6311
C 0.082 -5.733 1.901 -0.0243
Cl -1.471 -6.394 2.292 0.0023
C 0.213 -4.359 1.828 -0.2380
H 3.741 -2.115 5.306 0.2090
H 3.458 -1.897 3.517 0.1988
H 1.351 -1.937 5.743 0.2080
H 0.022 -2.533 3.683 0.2333
H 0.078 -0.779 3.960 0.2305
H 3.015 1.824 1.048 0.2660
H 2.555 3.220 2.079 0.2369
H 0.456 4.448 1.636 0.2128
H -1.210 5.139 -0.059 0.2352
H -0.635 3.277 -4.010 0.4242
H -3.016 4.370 -7.796 0.2078
H -4.892 5.674 -6.444 0.2364
H 0.021 1.900 -2.566 0.2106
H 1.668 1.224 -0.882 0.2501
H 3.478 -4.207 0.992 0.2309
H 3.219 -6.654 1.132 0.2167
H 0.247 -8.415 1.041 0.2307
H 0.639 -8.352 2.753 0.2294
H 1.931 -8.579 1.563 0.2180
H -0.656 -3.736 1.974 0.2257
```

E in hartree: -2494.064824
Structure (SMILES): C=CCn1c(SCc2ccc(C(=O)Nc3nccs3)cc2)nnc1-c1ccc(C)c(Cl)c1
Frontier orbital gap in eV: 8.610
Max |F| in eV Å⁻¹: 1.321
HOMO in eV: -8.351

2.
The following is a quantum chemistry calculation of a molecular structure, C23H20IrN2O3PSSe2Te2, from the Open Molecules 2025 dataset.

The geometry in XYZ format:
```
55
Properties=species:S:1:pos:R:3:nbo_charge:R:1
Ir 0.026 -1.329 -1.673 0.5419
Se -1.641 -2.964 -0.924 -0.2843
Te -0.375 -5.105 -0.811 0.0689
Te 0.070 -5.164 -3.461 0.0890
Se 0.705 -2.732 -3.663 -0.4857
O -0.334 1.199 -4.767 -0.9019
S -0.267 0.748 -3.421 2.3873
O -1.271 -0.295 -3.035 -0.9063
O 1.053 0.226 -2.936 -0.9580
C -0.563 2.128 -2.350 -0.2417
C -0.630 3.393 -2.912 -0.1974
C -0.768 4.501 -2.089 -0.1907
C -0.824 4.340 -0.712 -0.1942
C -0.758 3.069 -0.159 -0.1820
C -0.634 1.944 -0.968 -0.3677
P -0.638 0.290 -0.177 1.1454
C -2.329 0.159 0.464 -0.4153
C -2.644 -0.833 1.395 -0.1755
C -3.948 -0.992 1.836 -0.2119
C -4.955 -0.181 1.332 -0.1838
C -4.657 0.785 0.384 -0.2273
C -3.350 0.956 -0.049 -0.1185
C 0.472 0.584 1.229 -0.3807
C 1.814 0.783 0.897 -0.2111
C 2.754 0.994 1.889 -0.1498
C 2.364 1.006 3.224 -0.2109
C 1.032 0.827 3.558 -0.2084
C 0.082 0.621 2.563 -0.2004
H -0.568 3.495 -3.986 0.2512
H -0.824 5.490 -2.524 0.2241
H -0.922 5.202 -0.066 0.2227
H -0.808 2.947 0.917 0.2271
H -1.876 -1.499 1.766 0.2227
H -4.178 -1.763 2.559 0.2205
H -5.975 -0.313 1.668 0.2186
H -5.442 1.406 -0.025 0.2198
H -3.133 1.709 -0.795 0.2145
H 2.121 0.767 -0.145 0.2339
H 3.792 1.145 1.623 0.2136
H 3.100 1.164 4.002 0.2180
H 0.723 0.852 4.595 0.2193
H -0.958 0.504 2.834 0.2283
N 3.208 -1.555 -1.895 -0.7923
C 2.801 -2.004 -0.685 0.4262
C 3.766 -2.357 0.282 -0.2931
C 3.375 -2.719 1.540 -0.1231
C 2.016 -2.748 1.846 -0.3050
C 1.128 -2.424 0.860 0.0810
N 1.482 -2.048 -0.394 -0.4743
H 4.174 -1.721 -2.119 0.3909
H 2.569 -1.705 -2.672 0.4280
H 4.811 -2.326 0.004 0.2202
H 4.116 -2.981 2.284 0.2220
H 1.654 -3.027 2.825 0.2297
H 0.063 -2.447 1.038 0.2264
```

E in hartree: -7406.611763
Frontier orbital gap in eV: 6.402
Max |F| in eV Å⁻¹: 0.352
HOMO in eV: -6.509

3.
The following is a quantum chemistry calculation of a single C23H20N4O2S molecule, from the Open Molecules 2025 dataset.

The geometry in XYZ format:
```
50
Properties=species:S:1:pos:R:3:nbo_charge:R:1
O -1.546 -0.663 2.065 -0.6450
C -0.985 -1.417 1.283 0.6711
N -1.556 -2.531 0.783 -0.6042
C -2.979 -2.753 0.900 -0.2138
C -3.734 -2.162 -0.305 -0.4230
C -3.435 -0.704 -0.426 -0.1051
C -4.089 0.319 0.197 -0.0028
N -3.466 1.507 -0.064 -0.5369
C -2.381 1.275 -0.858 0.1934
C -1.442 2.154 -1.383 -0.2642
C -0.442 1.626 -2.170 -0.2090
C -0.371 0.255 -2.430 -0.2291
C -1.299 -0.620 -1.914 -0.2036
C -2.326 -0.117 -1.112 -0.1222
C 0.429 -1.124 0.867 0.0930
C 1.294 -2.066 0.454 -0.1993
C 2.714 -1.927 0.189 -0.0998
C 3.549 -1.064 0.901 -0.1178
C 4.895 -1.017 0.586 -0.2575
C 5.369 -1.838 -0.426 0.0341
N 4.597 -2.680 -1.094 -0.4188
C 3.317 -2.722 -0.791 0.0526
N 0.674 0.233 1.049 -0.6237
C 1.432 1.062 0.269 0.6595
O 2.203 0.680 -0.589 -0.5938
C 1.248 2.485 0.570 -0.3176
C 0.440 3.138 1.464 -0.2148
C 0.561 4.537 1.381 -0.2699
C 1.452 4.925 0.427 -0.4022
S 2.163 3.597 -0.388 0.5112
H -1.097 -2.990 0.012 0.3960
H -3.164 -3.827 0.983 0.1982
H -3.303 -2.254 1.816 0.2294
H -3.429 -2.682 -1.216 0.2060
H -4.804 -2.319 -0.157 0.2220
H -4.966 0.283 0.815 0.2084
H -3.750 2.404 0.290 0.4117
H -1.497 3.214 -1.179 0.2151
H 0.308 2.277 -2.594 0.2196
H 0.437 -0.117 -3.041 0.2210
H -1.237 -1.676 -2.135 0.2023
H 0.913 -3.068 0.304 0.2076
H 3.153 -0.468 1.709 0.2138
H 5.563 -0.358 1.118 0.2175
H 6.413 -1.835 -0.710 0.1897
H 2.724 -3.420 -1.371 0.1811
H -0.072 0.648 1.605 0.4334
H -0.219 2.649 2.161 0.2234
H 0.012 5.223 2.001 0.2256
H 1.731 5.925 0.157 0.2374
```

E in hartree: -1656.194309
Structure (SMILES): O=C(NCCc1c[nH]c2ccccc12)/C(=C/c1cccnc1)NC(=O)c1cccs1
Frontier orbital gap in eV: 8.005
Max |F| in eV Å⁻¹: 0.756
HOMO in eV: -7.816

4.
The following is a quantum chemistry calculation of 2 unconnected molecules or ions with the total composition C23H20N6O6 at a distorted geometry, from the Open Molecules 2025 dataset.

The geometry in XYZ format:
```
55
Properties=species:S:1:pos:R:3:nbo_charge:R:1
O -1.036 -2.016 -4.353 -0.3676
N -0.432 -1.996 -3.262 0.4852
O 0.399 -2.889 -2.941 -0.3955
C -0.658 -0.899 -2.347 0.0463
C -1.552 0.118 -2.759 -0.1305
C -1.771 1.226 -1.942 0.0001
N -2.652 2.288 -2.378 0.5006
O -2.729 3.354 -1.744 -0.3421
O -3.297 2.073 -3.430 -0.3856
C -1.076 1.276 -0.666 0.0659
N -1.407 1.973 0.433 -0.0248
O -0.515 1.469 1.406 -0.1331
N 0.421 0.578 0.883 -0.0767
C -0.075 0.307 -0.359 0.1053
C 0.035 -0.873 -1.106 -0.1431
H -2.051 0.042 -3.724 0.2920
H 0.858 -1.560 -0.927 0.2818
C -0.833 -4.257 -0.485 -0.2560
O -1.012 -3.046 0.278 -0.5624
C -0.080 -2.462 1.053 0.0771
C -0.605 -1.681 2.110 0.4306
N 0.041 -1.056 3.144 -0.3739
C 1.447 -1.071 3.446 -0.3991
C -0.850 -0.265 3.855 0.1208
C -0.631 0.688 4.843 -0.2352
C -1.751 1.411 5.289 -0.2184
C -3.030 1.176 4.753 -0.2098
C -3.223 0.234 3.727 -0.2650
C -2.101 -0.462 3.297 0.2022
N -1.932 -1.323 2.217 -0.4017
C -3.036 -1.836 1.458 -0.3856
C 1.314 -2.975 1.094 -0.1133
C 2.355 -2.106 0.718 -0.2269
C 3.661 -2.579 0.571 -0.1991
C 3.949 -3.913 0.862 -0.2146
C 2.939 -4.760 1.334 -0.2281
C 1.634 -4.294 1.478 -0.1524
H -1.852 -4.602 -0.675 0.1926
H -0.338 -4.009 -1.430 0.2090
H -0.261 -5.008 0.073 0.1801
H 1.554 -0.649 4.447 0.2112
H 1.839 -2.093 3.434 0.2243
H 2.008 -0.438 2.748 0.2164
H 0.378 0.850 5.223 0.2193
H -1.625 2.170 6.063 0.2201
H -3.883 1.740 5.131 0.2208
H -4.193 0.039 3.271 0.2207
H -3.937 -1.404 1.899 0.2032
H -2.974 -1.524 0.407 0.2126
H -3.089 -2.929 1.537 0.2177
H 2.107 -1.051 0.564 0.2197
H 4.435 -1.892 0.226 0.2186
H 4.963 -4.294 0.739 0.2195
H 3.155 -5.799 1.588 0.2183
H 0.834 -4.920 1.881 0.2086
```

E in hartree: -1668.047883
Structure (SMILES): O=[N+]([O-])c1cc([N+](=O)[O-])c2nonc2c1.COC(=C1N(C)c2ccccc2N1C)c1ccccc1
Frontier orbital gap in eV: 4.148
Max |F| in eV Å⁻¹: 3.090
HOMO in eV: -6.455